Density functional theory data (ωB97M-V/def2-TZVPD) for C34H20N6O7SSr as an isolated structure.

Each line ends with the Mulliken charge.
Element x y z (Å)
C 4.440 0.215 2.774  -0.73
N -6.071 4.232 -0.235  1.03
C 3.950 -1.118 2.540  1.53
S 4.002 1.039 -3.515  -0.30
N 1.437 2.377 -0.848  0.56
C -3.841 3.512 0.524  -0.33
H 5.769 -2.064 2.935  0.28
O -6.171 4.873 0.808  -0.67
O -4.278 1.677 -4.077  -0.70
C -1.526 2.791 1.347  -0.24
H -2.918 -6.286 1.444  0.36
C -1.264 -3.433 0.504  -0.50
Sr 0.165 0.006 0.109  2.02
C -0.093 -4.528 2.348  -0.74
C 4.733 -2.251 2.623  -0.73
C 4.209 -3.485 2.306  -0.75
C -2.676 1.736 -0.758  0.41
H 1.931 5.606 -3.014  0.32
H 0.743 -4.699 3.002  0.53
C 2.212 -0.236 -2.034  -0.76
C -2.693 2.771 0.306  0.19
C 3.620 1.316 2.685  -0.74
H 4.024 2.340 2.776  0.35
C -2.175 -5.512 1.396  -1.13
H 2.526 -4.611 1.543  0.51
C -3.396 -4.170 -0.286  -0.66
O -6.969 4.127 -1.047  -0.67
O -0.744 1.813 1.348  -0.59
C -2.304 -4.368 0.550  1.27
C 1.287 4.765 -1.086  -1.05
H 1.567 1.947 2.179  0.36
H -2.329 -1.280 -1.687  0.84
C 2.906 -3.624 1.865  -0.45
H 2.709 3.301 -3.780  0.40
C -3.441 -3.041 -1.068  -0.82
N -3.484 1.357 -3.137  1.00
H -4.178 -4.883 -0.328  0.46
C 2.607 1.018 -2.416  0.68
H -3.826 4.195 1.386  0.49
H -0.933 -6.398 2.837  0.36
H 5.482 0.374 3.049  0.33
C -0.092 -3.470 1.399  0.02
O -1.964 0.709 -0.652  -0.35
C 1.114 3.582 -0.396  -0.54
N -1.258 -2.370 -0.318  0.02
N 1.821 -0.107 2.130  -0.72
C 2.058 2.276 -2.014  0.18
H 4.904 -1.194 -4.027  0.36
C -1.082 -5.523 2.242  -0.50
C -4.889 3.469 -0.451  -0.47
H -4.363 -2.834 -1.655  0.34
C 3.176 -1.148 -2.608  -0.50
H 4.826 -4.385 2.419  0.32
H 3.154 -2.222 -2.435  0.36
C 2.630 -1.220 2.137  0.25
H 0.625 3.671 0.543  0.55
C 1.867 4.697 -2.372  -0.46
C -2.296 -2.184 -1.105  -0.55
H 0.975 5.676 -0.630  0.47
O -1.467 3.790 2.042  -0.78
C 2.259 3.431 -2.813  -0.80
C -4.708 2.840 -1.635  0.18
C 2.250 1.098 2.366  -0.17
O -2.541 0.616 -3.329  -0.60
C 4.158 -0.658 -3.415  -0.36
C -3.628 1.993 -1.818  -0.56
H -5.332 3.009 -2.534  0.49
N 0.766 -2.436 1.276  0.41
C 2.026 -2.506 1.784  -0.31

Summary:
Energy above the lowest of the compared OMol25 structures with the same formula, charge and spin in eV: 0.000
Gap between HOMO and LUMO in eV: 6.221
Net charge: -2
LUMO energy in eV: 4.17
Energy in eV: -70526.377